Molecular formula: C34H62BN8O4
Method: DFT, ωB97M-V/def2-TZVPD

Results
* E_HOMO: -3.44 eV

```
! wB97M-V def2-TZVPD RIJCOSX def2/J DEFGRID3
* xyz -1 1
C -1.20 1.45 -0.97
C 0.13 1.82 -0.04
C 1.40 0.84 -0.37
C 1.40 -0.60 0.42
C 1.29 -0.52 2.05
N 2.05 -1.75 2.58
B -0.29 -0.77 2.45
O -0.89 -2.08 2.02
O -1.18 0.17 3.15
C 2.00 0.78 2.74
O 1.53 1.32 3.90
O 3.22 1.46 2.21
H -0.85 0.80 -1.90
H -1.69 2.45 -1.41
H -2.04 0.88 -0.34
H -0.14 1.92 1.10
H 0.45 2.91 -0.39
H 1.32 0.58 -1.53
H 2.43 1.43 -0.27
H 2.43 -1.14 0.16
H 0.53 -1.27 -0.05
H 3.08 -1.48 2.55
H 1.87 -1.85 3.62
H -1.35 -1.89 1.13
H -1.82 0.63 2.51
C 5.55 0.89 -2.73
C 5.67 -0.58 -2.35
C 4.72 -1.48 -3.15
C 3.28 -1.06 -2.89
N 2.09 -0.72 -2.67
H 4.56 1.29 -2.51
H 6.27 1.49 -2.15
H 5.76 1.04 -3.79
H 5.47 -0.69 -1.28
H 6.70 -0.91 -2.52
H 4.85 -2.52 -2.85
H 4.93 -1.40 -4.22
C -5.46 0.94 -3.06
C -6.26 1.53 -1.90
C -5.38 1.94 -0.72
C -4.64 0.73 -0.18
N -4.03 -0.28 0.27
H -4.94 0.02 -2.77
H -6.12 0.69 -3.89
H -4.71 1.66 -3.42
H -7.00 0.80 -1.57
H -6.81 2.41 -2.26
H -5.99 2.37 0.08
H -4.65 2.70 -1.02
C 6.98 -6.51 -5.61
C 5.74 -5.70 -5.25
C 5.93 -4.20 -5.49
C 7.07 -3.67 -4.63
N 8.01 -3.24 -3.92
H 7.84 -6.23 -4.99
H 6.80 -7.58 -5.45
H 7.26 -6.36 -6.66
H 5.49 -5.88 -4.20
H 4.90 -6.06 -5.85
H 5.01 -3.66 -5.23
H 6.15 -4.00 -6.54
C -10.66 4.71 -5.35
C -10.54 3.23 -5.01
C -9.66 2.97 -3.79
C -8.26 3.49 -4.05
N -7.09 3.92 -4.27
H -9.70 5.15 -5.62
H -11.33 4.85 -6.22
H -11.08 5.28 -4.51
H -10.14 2.70 -5.88
H -11.54 2.82 -4.82
H -9.62 1.90 -3.57
H -10.07 3.48 -2.90
C -0.16 -3.76 6.10
C 0.77 -3.62 7.30
C 2.13 -4.28 7.08
C 1.94 -5.77 6.83
N 1.79 -7.00 6.63
H -0.40 -4.81 5.89
H -1.11 -3.24 6.30
H 0.29 -3.32 5.20
H 0.29 -4.05 8.18
H 0.92 -2.55 7.51
H 2.77 -4.14 7.96
H 2.64 -3.83 6.22
C 5.59 -3.64 11.21
C 6.42 -3.31 9.98
C 6.08 -1.95 9.38
C 4.62 -1.93 8.95
N 3.40 -1.91 8.60
H 4.52 -3.71 10.98
H 5.89 -4.61 11.63
H 5.73 -2.88 11.99
H 6.27 -4.10 9.23
H 7.48 -3.33 10.25
H 6.71 -1.75 8.50
H 6.25 -1.15 10.10
C -4.88 6.48 -5.09
C -4.44 7.67 -4.25
C -2.95 7.97 -4.37
C -2.14 6.77 -3.90
N -1.47 5.78 -3.52
H -4.38 5.55 -4.77
H -5.96 6.32 -4.99
H -4.65 6.64 -6.15
H -4.69 7.47 -3.20
H -5.01 8.55 -4.55
H -2.68 8.84 -3.76
H -2.69 8.20 -5.41
*
```



Molecular formula: C34H62Cl2N3O9S
Method: DFT, ωB97M-V/def2-TZVPD

Results
* E_HOMO: -10.96 eV

```
! wB97M-V def2-TZVPD RIJCOSX def2/J DEFGRID3
* xyz 1 1
C -3.56 0.00 2.90
C -2.99 -0.56 1.79
C -1.52 -0.97 1.85
N -0.52 -0.45 0.86
O 0.67 -0.87 1.59
C -0.19 -1.22 -0.43
C -1.02 -2.43 -0.92
C -2.53 -2.31 -1.23
C -2.91 -3.58 -2.07
O -2.50 -4.65 -1.76
O -3.68 -3.37 -3.19
C 0.31 -0.10 -1.45
C -0.48 0.04 -2.80
C -0.03 -1.19 -3.75
C -0.35 -0.94 -5.30
O -1.11 -1.93 -4.33
C 0.67 1.26 -0.62
N 2.13 1.28 -0.68
C 3.00 0.37 0.04
C 4.31 0.21 -0.83
S 0.34 2.85 -1.57
C 0.50 4.35 -0.56
O 1.34 3.03 -2.66
O -0.96 2.89 -2.25
C -0.18 1.12 0.73
N 0.46 1.38 2.01
C 1.63 2.23 2.17
C 1.59 3.28 3.35
C 1.18 2.67 4.73
C -1.38 2.13 0.86
Cl -1.36 3.52 2.02
C -2.54 2.13 0.15
C -2.86 1.10 -0.92
Cl -3.82 3.35 0.33
H -4.26 0.85 2.80
H -3.34 -0.45 3.88
H -3.66 -0.66 0.92
H -1.15 -0.75 2.88
H -1.55 -2.09 1.81
H 0.55 -1.76 1.93
H 0.77 -1.73 -0.23
H -0.51 -2.83 -1.82
H -0.90 -3.24 -0.16
H -3.13 -2.43 -0.30
H -2.86 -1.46 -1.84
H -4.51 -3.87 -3.10
H 1.20 -0.63 -1.84
H -0.20 0.92 -3.39
H -1.55 -0.18 -2.75
H 0.93 -1.73 -3.52
H 0.09 -1.82 -5.81
H -1.30 -0.48 -5.59
H 2.38 1.13 -1.65
H 3.40 0.72 1.01
H 2.67 -0.68 0.20
H 4.55 1.17 -1.32
H 5.14 -0.17 -0.21
H 4.10 -0.58 -1.59
H -0.45 4.90 -0.65
H 0.74 4.21 0.51
H 1.28 5.02 -0.98
H -0.16 1.40 2.80
H 2.04 2.75 1.30
H 2.46 1.56 2.52
H 2.65 3.58 3.45
H 1.06 4.21 3.08
H 0.72 3.48 5.32
H 2.09 2.32 5.25
H 0.47 1.82 4.69
H -2.90 1.53 -1.93
H -2.16 0.26 -0.81
H -3.88 0.71 -0.70
C -4.99 0.00 -8.46
C -4.16 -0.29 -9.69
C -2.80 0.23 -9.29
O -2.70 0.07 -7.86
C -3.99 -0.25 -7.34
H -5.89 -0.61 -8.37
H -5.30 1.05 -8.45
H -4.11 -1.37 -9.86
H -4.54 0.17 -10.60
H -2.70 1.30 -9.51
H -1.98 -0.30 -9.77
H -3.98 -1.31 -7.05
H -4.19 0.35 -6.45
C -0.16 -2.30 6.30
C -1.10 -3.45 6.64
C -2.39 -2.99 5.99
O -2.02 -2.20 4.85
C -0.63 -1.91 4.91
H 0.90 -2.58 6.33
H -0.32 -1.48 7.00
H -0.75 -4.37 6.16
H -1.20 -3.64 7.71
H -2.97 -2.35 6.67
H -3.02 -3.82 5.67
H -0.12 -2.51 4.14
H -0.46 -0.85 4.69
C 7.30 0.84 3.74
C 6.38 -0.33 4.08
C 5.11 0.06 3.35
O 5.50 0.82 2.20
C 6.89 1.16 2.32
H 8.36 0.61 3.84
H 7.08 1.69 4.40
H 6.79 -1.25 3.66
H 6.23 -0.48 5.15
H 4.47 0.70 3.98
H 4.52 -0.81 3.04
H 7.45 0.55 1.60
H 7.03 2.21 2.06
*
```



Molecular formula: C34H63N5O3
Method: DFT, ωB97M-V/def2-TZVPD

Results
* E_HOMO: -10.36 eV

```
! wB97M-V def2-TZVPD RIJCOSX def2/J DEFGRID3
* xyz 1 2
C -2.37 -2.89 5.94
C -3.85 -3.02 5.68
O -4.59 -2.12 5.95
O -4.34 -4.17 5.10
C -3.85 -4.24 3.76
C -4.56 -5.31 2.93
C -4.87 -4.76 1.53
C -3.69 -4.80 0.54
C -3.01 -3.43 0.34
C -1.75 -3.34 1.20
N -1.06 -2.21 0.55
C -1.18 -2.60 -0.79
N -0.22 -2.39 -1.62
C 1.04 -1.77 -1.21
C 1.20 -0.30 -1.57
C 0.50 0.69 -0.64
C 0.85 0.58 0.84
C -0.01 1.48 1.76
C 0.08 2.98 1.45
C -0.81 3.62 0.36
C -2.35 3.52 0.52
C -3.03 2.37 -0.24
C -2.92 2.52 -1.77
C -3.76 3.66 -2.39
C -4.82 3.20 -3.41
N -5.58 2.03 -3.01
C -5.78 0.90 -3.72
C -6.53 0.10 -2.95
C -6.78 0.74 -1.73
C -6.17 1.94 -1.82
N -2.38 -3.20 -1.00
H -1.89 -3.81 6.26
H -1.84 -2.52 5.07
H -2.25 -2.14 6.72
H -2.78 -4.46 3.80
H -3.94 -3.25 3.30
H -5.44 -5.71 3.42
H -3.83 -6.11 2.76
H -5.32 -3.77 1.58
H -5.63 -5.42 1.12
H -2.94 -5.54 0.80
H -4.10 -5.10 -0.42
H -3.73 -2.62 0.42
H -1.20 -4.27 1.15
H -1.85 -3.02 2.23
H -1.50 -1.32 0.77
H -0.34 -2.71 -2.57
H 1.81 -2.30 -1.78
H 1.26 -1.96 -0.17
H 2.26 -0.08 -1.54
H 0.82 -0.09 -2.57
H -0.59 0.67 -0.71
H 0.82 1.68 -0.96
H 1.90 0.85 0.98
H 0.76 -0.44 1.21
H 0.44 1.36 2.75
H -1.02 1.10 1.86
H -0.10 3.53 2.38
H 1.11 3.17 1.16
H -0.57 3.30 -0.64
H -0.59 4.69 0.40
H -2.81 4.43 0.14
H -2.62 3.43 1.57
H -4.06 2.33 0.10
H -2.60 1.41 0.01
H -3.21 1.55 -2.19
H -1.88 2.67 -2.05
H -3.07 4.26 -2.98
H -4.22 4.28 -1.63
H -5.51 4.01 -3.63
H -4.32 2.98 -4.34
H -5.40 0.72 -4.71
H -6.89 -0.88 -3.22
H -7.33 0.38 -0.89
H -6.10 2.74 -1.12
H -2.98 -2.77 -1.69
C 6.32 1.08 1.38
C 6.37 0.23 0.07
C 7.82 0.03 -0.39
C 8.44 1.23 -1.11
C 7.52 1.71 -2.22
C 6.11 2.02 -1.72
N 5.52 0.87 -0.97
O 5.16 -0.03 -1.83
C 6.17 3.28 -0.84
C 5.22 2.42 -2.90
C 5.85 -1.15 0.48
H 5.73 1.98 1.27
H 5.83 0.53 2.19
H 7.31 1.36 1.72
H 7.87 -0.82 -1.08
H 8.44 -0.24 0.47
H 8.64 2.04 -0.39
H 9.40 0.95 -1.52
H 7.94 2.60 -2.69
H 7.47 0.94 -3.00
H 5.19 3.51 -0.42
H 6.48 4.14 -1.43
H 6.88 3.21 -0.02
H 5.19 1.66 -3.67
H 5.61 3.33 -3.36
H 4.20 2.62 -2.57
H 4.79 -1.10 0.77
H 6.41 -1.51 1.33
H 5.95 -1.88 -0.32
*
```



Molecular formula: C34H64AlBBr3Cl3F4IKN4O12PS3
Method: DFT, ωB97M-V/def2-TZVPD

Results
* E_HOMO: -5.42 eV

```
! wB97M-V def2-TZVPD RIJCOSX def2/J DEFGRID3
* xyz -1 1
C 4.70 2.29 3.25
C 5.68 2.13 2.07
C 5.71 0.66 1.58
C 5.08 0.50 0.20
C 3.54 0.77 0.21
C 2.89 -0.25 -0.72
P 0.97 -0.39 -0.79
Br 0.58 1.56 0.44
I 1.35 -2.66 -2.22
C -0.94 -0.58 -0.86
C -1.60 -1.94 -1.09
C -3.07 -1.83 -0.64
C -3.90 -0.85 -1.48
C -5.35 -1.30 -1.70
C -6.28 -0.68 -0.65
C -6.88 0.65 -1.11
S -8.44 0.87 -0.20
C -8.52 2.59 0.05
N -8.59 3.48 -0.87
N -8.66 4.70 -0.20
C -8.63 4.43 1.05
O -8.53 3.11 1.30
C 1.00 0.46 -2.52
C 1.24 1.95 -2.59
S 1.58 2.29 -4.40
C 2.41 3.81 -4.27
N 3.52 4.12 -4.82
N 3.78 5.43 -4.40
C 2.82 5.77 -3.66
O 1.88 4.81 -3.52
C 1.09 -1.55 0.82
Br 1.55 -3.52 0.15
C 0.01 -1.71 1.84
C 0.13 -0.76 3.04
H 5.21 2.35 4.21
H 3.94 1.52 3.25
H 4.17 3.24 3.13
H 6.68 2.41 2.36
H 5.33 2.73 1.23
H 5.26 -0.01 2.31
H 6.75 0.35 1.50
H 5.31 -0.49 -0.19
H 5.56 1.23 -0.45
H 3.45 1.79 -0.14
H 3.26 0.65 1.25
H 3.31 -0.05 -1.71
H 3.32 -1.21 -0.44
H -1.33 -0.19 0.08
H -1.37 0.11 -1.58
H -1.21 -2.74 -0.47
H -1.67 -2.21 -2.14
H -3.13 -1.63 0.43
H -3.49 -2.82 -0.80
H -3.95 0.09 -0.94
H -3.41 -0.62 -2.42
H -5.44 -2.38 -1.58
H -5.70 -1.05 -2.69
H -7.13 -1.35 -0.47
H -5.77 -0.55 0.30
H -6.24 1.50 -0.89
H -7.11 0.61 -2.17
H -8.67 5.16 1.83
H 0.11 0.27 -3.13
H 1.76 0.04 -3.17
H 2.09 2.33 -2.05
H 0.33 2.53 -2.37
H 2.70 6.72 -3.15
H 1.99 -1.31 1.37
H -1.02 -1.74 1.51
H 0.15 -2.70 2.31
H -0.65 -0.01 2.95
H -0.11 -1.42 3.98
H 1.08 -0.24 3.07
Al -0.88 2.80 -3.59
Br -1.01 -2.85 4.87
O 5.24 -2.53 2.67
C 5.49 -3.69 2.51
O 6.36 -4.38 3.27
C 6.52 -5.72 2.77
C 5.26 -5.99 1.96
C 4.93 -4.60 1.43
H 7.43 -5.75 2.16
H 6.65 -6.39 3.61
H 5.40 -6.75 1.19
H 4.46 -6.34 2.63
H 5.43 -4.39 0.49
H 3.86 -4.45 1.32
C -10.26 -0.26 4.25
C -10.36 0.04 2.75
C -10.98 -1.20 2.09
S -12.01 -1.99 3.34
O -11.45 -3.27 3.67
O -13.39 -1.84 2.99
C -11.61 -0.84 4.66
H -10.02 0.62 4.80
H -9.46 -0.99 4.43
H -11.01 0.91 2.59
H -9.39 0.26 2.31
H -11.60 -0.94 1.23
H -10.22 -1.92 1.79
H -11.58 -1.37 5.61
H -12.38 -0.07 4.68
C 4.46 -5.37 -2.96
Cl 4.31 -6.11 -1.35
Cl 5.65 -4.08 -2.97
H 4.76 -6.14 -3.66
H 3.50 -4.96 -3.25
O -0.42 -1.00 -4.81
Cl 0.73 -1.17 -5.70
O 1.93 -1.33 -4.83
O 0.92 -0.02 -6.50
O 0.56 -2.36 -6.46
B 1.95 2.29 -9.10
F 2.22 3.08 -10.24
F 2.86 2.65 -8.08
F 0.64 2.56 -8.65
F 2.09 0.94 -9.43
K -9.96 2.16 5.42
O -12.17 4.38 4.22
H -12.28 4.74 3.34
C 10.27 3.56 0.47
C 9.61 2.99 1.72
C 10.64 2.67 2.79
O 8.88 1.81 1.38
H 10.97 2.84 0.05
H 9.52 3.78 -0.29
H 10.82 4.48 0.70
H 8.88 3.70 2.11
H 11.35 1.92 2.43
H 10.16 2.26 3.68
H 11.20 3.56 3.09
H 9.51 1.16 1.04
*
```



Number 1: Kohn-Sham gap 4.97 eV, energy -57043.1853 eV. Number 2: Kohn-Sham gap 8.54 eV, energy -95021.7168 eV. Number 3: Kohn-Sham gap 7.41 eV, energy -49864.4812 eV. Number 4: Kohn-Sham gap 3.29 eV, energy -398873.6956 eV.